Entry 1:
40
Properties=species:S:1:pos:R:3:forces:R:3 method="wB97M-V/def2-TZVPD" orbital_gap_ha=0.331 homo_energy_ev=-8.89 mol_weight_g_mol=417.3 total_energy_ev=-65811.21225
C -2.11070 1.41148 0.80102 -0.1 -0.2 -0.5
C 0.43624 -1.78848 -4.46741 0.0 -0.3 -0.2
C -0.44229 1.05114 -2.44174 0.2 1.2 0.3
H -1.64208 1.93998 3.40018 0.0 0.0 0.0
C -1.84502 -0.79918 -3.38743 0.2 0.1 0.0
N 0.78073 1.60334 -2.44199 0.2 0.2 0.0
O 1.14420 1.57390 0.46842 0.2 0.3 0.4
H -2.26884 0.64238 0.04303 -0.2 0.1 0.2
C -0.60638 -0.18039 -3.23881 -0.3 -0.6 -0.3
H 1.50816 1.01902 -2.82635 0.0 0.0 0.0
O -1.66639 3.77323 0.74576 -0.1 -0.2 -0.1
H -2.71346 -0.35120 -2.93554 -0.1 0.0 0.0
C 1.20284 -0.46081 2.12140 -0.4 0.2 -0.3
C 2.47174 -0.05365 2.48579 0.1 0.0 0.1
H 0.89199 -3.20170 4.06710 -0.1 -0.1 0.0
H 2.88381 0.82903 2.02248 0.1 0.1 0.0
C -1.70241 2.73090 0.14247 -0.4 0.0 0.7
C 1.33937 -2.32344 3.63075 -0.2 0.2 -0.2
H -0.38294 2.79419 2.48077 0.0 0.0 0.1
C -0.74116 1.81296 2.80207 0.3 0.4 0.4
H 3.16298 -2.48379 4.73695 0.1 0.0 0.1
O -0.06436 -0.45221 -0.18024 -0.2 -0.1 0.2
H 0.02543 1.32697 3.40297 -0.1 0.1 0.2
C -1.90974 -1.97422 -4.11474 0.1 0.0 0.0
C 0.63046 -1.59224 2.68320 0.2 0.0 0.1
H -2.85194 -2.48573 -4.24892 -0.1 0.0 0.0
H -3.01228 1.56377 1.39844 0.1 0.0 -0.1
O -1.29062 2.69548 -1.11767 1.0 0.3 -1.1
C 2.60808 -1.92025 4.00356 0.1 0.2 -0.1
N -1.49595 1.49619 -1.85351 -1.1 -0.6 0.1
H 1.37302 -2.14073 -4.88008 0.0 -0.1 -0.1
Cl 4.75097 -0.28772 3.89864 0.3 0.1 0.1
H -0.75294 -3.40046 -5.24084 0.0 -0.1 0.0
C 3.17423 -0.78603 3.43204 -0.4 -0.1 -0.2
Cl -0.93818 -2.06588 2.20526 -0.4 -0.7 0.2
C -0.74525 -2.48580 -4.66871 0.0 0.1 0.1
S 0.32145 0.46042 0.85134 0.0 -0.5 0.4
N -1.05127 0.94410 1.68467 0.9 -0.3 -0.5
N 0.50890 -0.66893 -3.77300 0.1 0.4 0.3
H 1.01963 2.23436 -1.69132 -0.1 -0.1 -0.1


Entry 2:
94
Properties=species:S:1:pos:R:3:forces:R:3 method="wB97M-V/def2-TZVPD" multiplicity=6 orbital_gap_ha="0.265 / 0.290" homo_energy_ev="-11.94 / -12.63" mol_weight_g_mol=772.7 total_energy_ev=-102139.50274 charge=+2
C -3.17794 5.57292 -4.59848 -0.3 -0.3 0.1
H 3.33756 1.10004 1.43008 0.0 0.0 0.0
H -1.30550 0.47789 -4.80626 0.0 -0.1 0.1
P 2.09847 -1.55375 1.10744 0.9 -0.2 -0.6
H -0.72103 2.22517 1.04912 0.0 0.0 0.0
C -2.35181 0.22701 -4.92470 0.1 0.1 -0.1
Mn 0.01602 -1.75744 2.44319 -0.5 0.0 0.6
C 3.22535 -2.91427 -1.12499 0.1 -0.1 0.0
O -0.67799 -0.32785 4.26488 0.1 -0.2 -0.1
H -1.89589 7.12116 -5.18200 0.0 0.0 0.0
H -3.55651 -1.61128 -5.28864 0.0 0.0 0.0
H -1.98841 -1.90609 -4.43082 0.0 0.1 0.0
C -1.35419 3.42556 -0.58257 0.0 -0.1 0.2
C 4.86957 -1.42304 1.64790 0.0 0.0 0.1
H 4.07265 -4.01344 -2.75375 0.0 0.0 0.0
N -1.96087 6.43335 -4.43263 0.1 0.0 0.0
H -0.63776 5.91364 -1.84129 0.0 0.0 0.0
H -2.52919 -2.20408 -2.25946 0.0 0.0 0.0
H -2.92609 7.56338 -2.95317 0.0 0.0 -0.1
C 2.13244 -5.34437 -0.31943 0.0 -0.1 0.0
H 1.15979 -1.03329 -1.58127 0.0 0.0 0.0
C -1.95962 3.49873 -1.85189 0.0 -0.2 0.0
H 1.79831 -0.74271 4.54674 0.0 0.0 0.0
C 3.45935 -4.06457 -1.86343 0.0 0.1 0.0
C -2.13049 1.06223 -1.79445 0.1 0.1 0.3
C -1.95808 -4.55795 6.14654 0.0 0.1 0.0
C 3.57850 -1.48020 2.16754 -0.4 0.1 0.1
H -2.43998 -2.68105 7.08449 0.0 0.0 0.0
C -1.38670 -0.21634 0.22537 -0.1 -0.2 -0.2
H -2.97641 4.85776 -5.39307 0.1 0.0 0.0
H -2.74062 2.28619 -3.42938 0.0 0.0 0.0
C -1.96141 7.07813 -3.08442 0.0 0.0 0.3
H 1.26470 -4.23146 1.30041 0.0 -0.1 -0.1
C -1.97028 -3.17830 6.24539 0.0 0.0 0.0
H 1.96315 -2.34990 4.75026 0.0 0.0 0.0
H -2.19965 6.27383 -1.10523 0.0 0.0 0.0
C -3.45120 4.87973 -3.25669 0.0 0.1 0.1
H -1.09547 0.49178 3.98480 0.0 0.0 -0.1
C -3.12648 -0.14450 -3.69163 -0.1 0.0 -0.1
H -0.29573 -4.73337 3.21688 0.0 0.0 0.0
C 5.96113 -1.41662 2.49694 0.0 0.0 -0.1
F -0.94568 4.54141 0.06323 -0.1 0.1 -0.2
C 4.48792 -1.53252 4.39624 0.1 0.0 0.0
C 3.38555 -1.53469 3.54939 0.1 0.0 -0.2
O -1.02485 -2.94974 1.17988 0.2 -0.2 0.3
H -4.13896 5.48183 -2.65041 0.0 0.0 0.0
H -3.94054 3.92989 -3.43779 0.0 0.0 0.0
H 3.09034 -6.16537 -2.05282 0.0 0.0 0.0
H 3.35804 3.10291 -0.00649 0.0 0.0 0.0
O -1.77969 -3.73867 -0.76801 0.1 0.0 0.1
C -2.75998 -1.19420 -4.69011 0.0 -0.1 0.0
C -1.34986 -5.14346 5.04435 0.0 0.0 0.0
C 2.44121 -2.97724 0.02367 -0.2 0.0 0.1
O -0.94768 -0.17494 1.40225 0.1 0.3 0.1
H 6.96271 -1.37676 2.08992 0.0 0.0 0.0
H -1.32999 -6.21616 4.91758 0.0 0.0 0.0
H -1.13775 5.82998 -4.48359 0.0 0.0 -0.1
C 2.91256 -5.27541 -1.46386 0.0 0.0 0.0
C -1.72736 -1.40079 -0.49754 0.3 -0.1 0.4
C 2.86714 2.20095 -0.34902 0.0 0.1 0.0
H 4.34847 -1.58007 5.46979 0.0 0.0 0.0
C 2.85732 1.07403 0.45949 -0.1 -0.1 0.0
H -4.01494 6.20425 -4.89059 0.1 0.1 0.0
C -1.45342 -0.92031 5.30320 0.0 0.0 0.1
N -0.76753 -2.98620 4.19797 -0.1 0.1 -0.2
C 2.24663 -0.09977 0.02147 -0.1 0.1 0.0
C 1.89389 -4.19806 0.41889 0.1 0.2 0.0
H -1.18637 7.83923 -3.04082 0.0 0.0 -0.1
C -1.70449 5.98415 -2.03627 0.0 -0.1 0.0
H 6.62222 -1.47191 4.53571 0.0 0.0 0.0
H -1.09421 -0.57503 6.27607 0.0 0.0 0.0
N -2.47156 -0.13029 -2.40205 0.0 -0.2 -0.1
H -2.86424 0.79182 -5.69208 0.0 0.0 0.0
C -1.56832 1.03183 -0.50936 -0.1 0.1 -0.1
H 2.30274 3.04007 -2.23952 0.0 0.0 0.0
C -1.37559 -2.42593 5.24255 0.1 0.0 0.0
C 2.27113 2.16578 -1.60125 0.0 0.0 0.0
C -0.76947 -4.32298 4.10023 0.1 0.0 0.0
C 5.76823 -1.47277 3.87148 0.0 0.0 0.0
H 3.65877 -1.97445 -1.44374 0.0 0.0 0.0
N -2.18193 4.70113 -2.56207 0.0 0.2 -0.1
H 1.20186 0.96758 -3.02491 0.0 0.0 0.0
C 1.65673 1.00196 -2.04170 -0.1 0.0 -0.1
H 5.01311 -1.39844 0.57441 0.0 0.0 0.0
H -4.16653 0.15677 -3.63721 0.0 0.0 0.0
N 2.03627 -1.60451 4.06617 -0.1 0.0 -0.1
C 1.63427 -0.12265 -1.23311 0.0 0.0 0.1
C -2.26044 -1.29018 -1.74623 0.0 0.1 -0.1
H -2.50390 -0.63382 5.21207 0.0 0.1 0.0
H 1.69970 -6.28792 -0.01504 0.0 0.0 0.0
C -2.32074 2.29014 -2.43463 0.0 0.1 -0.1
C -1.17338 2.23778 0.06712 0.0 0.0 0.0
C -1.49804 -2.83348 -0.00181 -0.2 0.1 -0.2
H -2.42108 -5.16737 6.91060 0.0 0.0 0.0


Entry 3:
105
Properties=species:S:1:pos:R:3:forces:R:3 method="wB97M-V/def2-TZVPD" orbital_gap_ha=0.306 homo_energy_ev=-8.29 mol_weight_g_mol=662.7 total_energy_ev=-66186.63390 e_above_lowest_kcal_mol=6.8
H -2.42200 -3.13700 -28.88900 0.2 0.9 -1.8
N -4.62300 -0.89500 -26.90100 6.7 -3.1 1.1
H 0.70300 2.39500 -27.44700 0.5 -0.2 0.2
H -5.22000 4.56800 -26.88500 0.5 0.4 0.3
C -8.23900 -0.43500 -31.81500 -1.1 -0.3 0.1
H -0.23100 1.69200 -26.10500 -0.5 -0.7 -0.2
H -6.05000 1.73800 -29.10200 0.7 0.6 -0.8
H -8.90200 0.18700 -32.43100 0.2 -0.2 0.2
H -5.37400 2.31300 -30.70500 -0.4 0.0 0.0
H -6.88300 3.72500 -29.39000 0.1 0.3 0.2
N -6.52500 0.00300 -26.78100 -4.1 2.7 1.6
H -10.54100 0.63200 -27.46500 -1.2 -0.3 -0.3
C -2.54300 -1.18100 -29.43700 -1.9 4.5 -6.1
C -8.72600 3.78300 -30.69000 -1.4 7.4 -3.5
H -8.85700 -1.03700 -31.11400 0.1 0.3 -0.3
C -0.28700 2.24100 -27.03200 0.2 1.6 -1.1
H -9.22800 0.37400 -26.35500 0.1 -0.9 1.1
N -8.08400 3.01600 -31.52900 0.8 -1.6 -1.4
H -5.01900 4.88700 -28.56900 0.1 0.3 -0.2
O -4.42300 -0.32800 -33.67900 0.6 -1.9 -0.2
N -7.15500 6.76700 -29.72400 1.2 -0.9 -5.5
H -0.09700 0.61200 -32.57600 0.2 -0.4 0.4
H -4.61000 -1.51200 -26.05400 -0.8 1.1 -1.4
H -6.27900 7.89000 -26.95200 -0.5 -0.3 -2.8
H -3.53800 4.31400 -33.10300 1.1 0.0 -1.5
H -7.90500 6.34600 -30.22300 -0.9 -0.9 -0.9
H -3.16300 4.98200 -31.50800 0.3 -0.8 0.0
H -2.11500 7.30900 -27.99200 0.2 0.2 0.6
H -0.94500 2.35300 -28.85600 -0.2 -0.8 0.9
H -7.94700 3.30700 -32.46200 0.1 0.5 -0.8
C -3.96800 2.39700 -29.10400 -0.7 0.7 0.7
O -2.93500 -0.32800 -30.40900 2.1 -3.4 3.7
H -6.72500 -0.15600 -30.69300 1.3 -0.6 1.2
O -1.11800 1.75200 -28.07900 0.0 -0.3 -0.6
N -3.03000 7.00800 -27.69700 3.7 5.8 2.4
H -4.35900 0.93900 -32.00000 0.1 -0.4 -0.5
H -1.29800 1.55200 -33.48300 -0.5 -0.4 0.1
H -3.61800 3.19200 -31.77300 0.4 0.1 0.2
H -3.74200 1.36800 -28.98300 0.1 -1.0 0.1
N -2.38100 -2.45000 -29.68500 -0.1 -3.7 -0.7
H -0.67700 3.23600 -26.84400 0.2 0.4 0.6
O -2.81700 0.58400 -25.56900 0.4 -0.5 0.2
N -6.34200 7.68300 -28.01500 5.0 5.1 4.6
H -1.84500 -1.54600 -27.66300 0.2 1.2 0.0
H -3.52100 -0.69500 -33.52000 -1.1 0.6 0.0
H -5.46700 4.41700 -31.22400 -0.5 -0.1 1.1
C -9.56100 0.91700 -27.20000 0.7 -0.1 0.0
H -3.70500 -0.87200 -27.46900 -1.5 -0.7 0.9
C -7.32400 7.03200 -28.51400 -8.8 -2.4 4.9
C -3.72900 4.22600 -32.07800 -1.1 1.0 0.7
H -3.91300 2.87200 -28.08000 0.3 -0.2 -1.3
H -9.54100 1.92800 -26.89600 0.0 1.3 -0.1
N -4.65500 5.75200 -28.14400 -3.5 -2.6 -0.8
O -5.78500 -0.56400 -28.93200 0.9 0.0 5.7
H -3.55400 0.03700 -25.92800 0.6 1.3 0.5
O -5.10200 4.62400 -32.07000 -0.2 0.1 -0.6
H -7.44600 4.05700 -27.11200 0.9 0.0 0.4
C -0.69100 1.50800 -32.57900 0.0 2.4 0.1
C -5.63000 -0.50100 -27.58900 -3.1 0.5 -6.0
H -7.70300 -1.12000 -32.43500 0.2 -0.6 -0.7
H -2.47500 2.62200 -25.83000 0.3 -0.1 -0.1
H -6.29200 2.66000 -27.03000 -0.6 -0.7 -0.8
O -5.58300 4.17400 -26.08600 1.4 1.9 1.3
H -8.62800 2.30800 -29.30900 0.1 -0.6 -0.2
H -5.60000 8.08800 -28.67500 -1.7 -0.3 1.8
C 0.75200 4.28000 -30.41200 3.3 -5.7 -2.4
H -5.57000 1.24300 -33.15500 -0.5 0.5 -0.8
N -2.28200 -0.80400 -28.21900 0.9 1.2 2.2
O 1.66900 3.32100 -30.91600 -4.2 5.2 2.2
H -7.35600 0.38300 -27.27800 0.9 -0.5 0.5
H -7.72300 2.07500 -31.26400 -0.3 0.8 -0.2
H -1.23000 4.44100 -29.72600 -0.1 0.7 0.0
H -3.25100 2.76500 -29.84900 -0.2 0.3 0.8
O -8.63200 0.68700 -28.25400 -1.2 -0.7 -0.9
H -5.41200 6.50100 -28.07600 2.2 -1.2 0.5
C -5.39700 2.49500 -29.62800 0.1 -0.9 1.0
O -7.33700 0.38800 -31.15000 -0.7 1.2 -0.3
H -3.47200 7.51600 -26.91000 0.3 -0.9 -1.1
H -6.34800 0.48500 -25.85400 0.4 -1.3 -1.9
O -8.42000 6.64600 -27.81900 4.8 1.5 -2.4
H -6.30300 7.04500 -30.21800 -0.8 -0.4 0.1
H -8.91400 -0.17600 -28.63100 0.7 0.8 0.0
H -3.36000 2.21700 -24.38100 -0.3 -0.2 -0.1
O -9.14700 5.07800 -30.94500 1.8 -5.8 0.9
C -6.67500 3.51700 -26.49400 -3.0 -2.3 -0.4
H -4.07700 2.08200 -26.03500 -1.2 0.5 -0.2
O -1.45500 1.78300 -31.37100 0.7 -0.6 -1.7
H 1.90700 5.93400 -30.55500 -1.7 -0.9 1.0
H -1.78900 0.95500 -31.02200 -0.7 -0.7 0.4
H -3.75800 1.54300 -33.54100 -0.8 0.8 0.0
O -2.51100 4.97900 -28.75600 -3.7 4.7 2.7
H -0.02900 2.40400 -32.69500 -0.1 -1.0 0.2
H -2.44100 -2.73500 -30.67900 -0.3 0.0 1.4
N -0.48700 3.93000 -30.17000 -0.9 -3.7 -1.1
N -8.78300 3.27500 -29.51800 -1.7 0.0 5.7
H -9.29800 3.80000 -28.79200 0.5 -0.3 -0.9
H 0.34900 6.21400 -29.74500 0.6 -1.3 -0.7
H -7.26200 3.07300 -25.65400 0.5 0.5 -0.1
C -3.37800 5.89700 -28.19200 2.7 -6.7 -3.9
H -0.71500 3.02600 -30.69900 -0.2 1.3 1.3
C -3.22000 1.94000 -25.43200 0.6 -0.4 0.3
C -4.55000 0.92800 -33.09800 1.6 0.3 1.5
H -2.06500 0.21800 -28.09100 0.4 -0.8 0.3
N 1.00400 5.53200 -30.17200 3.4 4.7 -0.1
O -5.91700 3.79700 -29.33300 -0.3 -0.4 -0.9